Entry 1:
Here is a single C31H46O2 molecule from OMol25. Energies are from the ωB97M-V functional and the def2-TZVPD basis.

```
79
Properties=species:S:1:pos:R:3:mulliken_charge:R:1
C -0.11568 6.08083 -0.44302 -1.888
H -2.22355 1.26689 5.01275 0.442
C -0.94479 2.81935 -3.43945 -1.766
H -3.19358 -1.76642 -2.79385 0.356
C 1.64766 -4.10515 4.45156 -1.756
C 0.71623 -1.81510 -1.28050 1.014
O 1.17128 -1.21286 -0.32130 -0.790
O -0.82242 -3.79379 -4.57671 -0.691
H 1.24654 -5.13869 -4.45697 0.497
H -0.66278 -2.98287 4.01321 0.446
H -2.04794 3.31990 -1.20432 0.043
H 0.79037 5.82384 -0.98524 0.315
H -1.79697 5.15148 0.47942 0.614
H -2.06366 0.70727 2.62160 0.248
C 1.44138 -2.86275 3.58597 1.019
C -0.44788 -0.29799 3.62074 -1.217
H 3.44226 -5.82093 -3.52214 0.414
H -1.68403 3.41693 2.06209 0.227
C -0.59058 -1.46067 -1.87144 -0.112
H 1.03235 -4.05884 5.34767 0.426
C -0.96431 4.84079 -0.16373 0.260
H 1.03241 0.35236 -3.27604 0.445
H 1.69028 -1.98341 4.18761 0.176
C -0.26203 1.80357 2.20258 -0.861
H 0.17335 6.55855 0.49074 0.510
C -1.57877 4.27253 -1.45155 -0.681
H 0.22013 -1.14994 1.74729 -0.899
C -1.33739 -0.34502 -1.19799 0.308
H 3.41401 -2.92363 2.70260 0.447
H 0.25538 1.13179 1.51571 -0.004
H -2.30013 -0.72771 -0.84964 0.610
H 0.45581 3.20514 -0.09031 -0.052
C -2.40850 -1.74692 -3.54873 -1.830
H 0.41943 3.90517 -2.18890 0.406
H 1.37819 -5.00215 3.89693 0.354
C -1.14695 0.98677 3.15438 0.885
C 1.66407 -4.63565 -3.59736 -0.723
H -2.01944 2.74792 4.08526 0.423
C -1.57854 0.85644 -2.07477 -0.962
C 1.45655 -2.92575 -1.91129 0.251
H 1.45140 2.02440 -2.92295 0.500
H -0.36493 2.83732 -4.36554 0.475
C -0.58230 4.05053 -2.59312 -0.485
H 4.35788 -4.63459 -1.55904 0.423
H -0.21458 -3.54074 2.40231 0.355
H -0.75910 -0.03921 -0.32164 -1.176
H -0.96805 -0.67048 4.50747 0.235
H -2.36886 4.94494 -1.79369 0.515
C -0.36587 -3.21609 -3.60604 0.491
C 3.40226 -4.34494 -1.96985 -0.883
C -0.16221 3.77820 0.60228 -0.533
H 0.57333 -0.05290 3.91679 0.370
H -2.37029 -0.74012 -3.96218 0.294
C 0.82409 1.19268 -2.61174 -1.289
H -2.65137 -2.44964 -4.34209 0.392
H -0.55112 4.93202 -3.23556 0.386
H -1.72399 2.29204 0.70784 0.207
C -1.53527 1.81961 4.37669 -1.736
H 2.22363 -2.04838 1.73804 0.126
C -1.05894 2.82467 1.39064 -0.499
C 2.69126 -3.30636 -1.39452 -0.278
H -0.67833 6.80019 -1.03413 0.420
C 0.93972 -3.59528 -3.02463 0.182
H 3.07775 -2.77552 -0.53780 0.513
H 1.10943 0.89897 -1.60430 0.115
H -1.45045 -1.51342 2.16837 0.458
H 2.68861 -4.19097 4.75613 0.412
C -0.02570 -2.76635 3.15105 -1.382
H -2.61090 1.16376 -2.17516 0.538
C -0.62892 1.56159 -2.68035 1.484
H 2.18520 -3.81195 1.79663 0.393
C -0.43948 -1.41100 2.57366 1.060
H -0.65045 2.06389 4.96132 0.345
H -2.00416 2.85867 -3.69958 0.360
H 0.50838 4.28054 1.30362 0.545
C 2.37472 -2.91151 2.37962 -1.374
H 0.50126 2.32125 2.78873 0.655
C -1.08980 -2.10632 -2.94821 0.963
C 2.88838 -5.01074 -3.07190 -0.479
```

As for the total energy: -36989.39670 eV. The calculation puts the highest occupied orbital energy at -8.9908 eV. The LUMO energy comes out at -1.269 eV. The SMILES is CC1=C(C/C=C(\C)CCC[C@H](C)CCC[C@H](C)CCCC(C)C)C(=O)c2ccccc2C1=O. For the energy relative to the best compared isomer or geometry (same formula, charge and spin), the calculation gives 8.5 kcal per mole.

Entry 2:
Here is a 7-piece molecular cluster, C31H46O22 overall at a distorted geometry from OMol25. Energies are from the ωB97M-V functional and the def2-TZVPD basis.

```
99
Properties=species:S:1:pos:R:3:mulliken_charge:R:1
C -0.95195 3.65329 -1.87023 -1.024
O -1.90324 -5.05369 10.90918 -0.558
H -0.31791 -1.81868 3.47821 0.078
C -0.87000 -4.47130 11.18203 0.615
C 5.14534 5.24929 0.95340 -0.600
C 0.73511 -1.90230 -3.01682 -1.016
H 1.53742 -3.71425 13.05042 0.305
H -4.43948 -3.47403 -5.50215 0.263
C -1.90718 3.34874 -3.00813 0.794
H 4.69677 6.33225 0.73796 0.321
H -0.79030 -0.62853 -2.18802 0.238
H -3.51629 4.49966 -2.08582 0.350
O -3.85880 -2.13643 -7.77134 -0.184
H -6.73355 -3.39725 -4.89734 0.354
H 5.58297 5.32640 2.06124 0.277
H 1.98354 -0.84986 -0.85524 0.312
H -2.90681 5.17565 -3.61861 0.318
H -6.67593 -4.82904 -5.95300 0.360
H -2.86604 -0.47651 -8.74617 0.258
C -1.77867 -0.35751 -8.72132 -1.435
H -0.42774 2.74869 -1.54434 0.006
C -0.39646 -1.52753 0.31269 0.463
H 2.29850 -1.47506 10.96472 0.415
H -1.51791 0.45132 -9.41179 0.423
H 1.82750 -4.68933 11.58654 0.333
O 1.60605 0.25028 -5.59394 -0.598
C 1.11727 -4.02574 12.09188 -0.534
C -1.30688 -0.06356 -7.31027 0.839
H 0.18349 -2.09162 11.84847 0.255
C -0.57867 -2.62751 4.16868 -1.156
H 2.40756 4.76304 2.64558 0.304
O 6.99431 2.99076 -0.99848 -0.524
O -0.32504 1.43999 -5.92054 -0.254
C 6.85973 3.72391 0.11232 0.565
O 2.79544 4.50847 -0.14761 -0.397
H 4.16680 3.09145 0.47044 0.267
O -0.95181 -1.93916 1.31437 -0.577
H 1.36339 -1.81183 9.48826 0.068
H 2.51206 -2.99917 10.09705 0.333
C -1.29650 1.39294 -6.95355 -0.579
O -4.04899 3.44838 -3.75563 -0.336
C 1.77182 -2.25287 10.40367 -1.180
H -1.36197 3.32949 -3.95908 0.113
C -3.72403 2.14755 -3.46861 0.555
H 3.60662 3.14411 2.90213 0.252
H -0.21159 4.39758 -2.17855 0.370
C -3.10241 4.25229 -3.06951 -0.537
C -0.09650 -0.87706 5.93645 -0.451
O -4.67005 -4.20415 -7.38947 -0.365
H 7.62221 1.99735 1.39218 0.290
C 1.98717 2.76706 1.43750 -0.574
H -4.90759 -1.20575 -6.24143 0.319
C -5.13156 -3.36183 -6.34498 0.575
O -0.09428 -4.73962 12.28040 -0.309
H 1.13348 0.62396 -1.38734 0.241
C 3.90566 4.18545 0.80423 0.226
H -7.29290 -3.29997 -6.57038 0.334
C 1.74401 -1.86162 6.72311 0.650
O -2.51318 2.07683 -2.83935 -0.216
C -5.02609 -2.00536 -6.97556 -0.580
O 1.25860 -2.68252 5.74452 -0.370
H 0.73950 -1.24823 -3.89394 -0.052
H 6.41777 3.08914 2.35700 0.202
H -1.66604 -2.74651 4.14383 0.377
H 8.23421 3.74930 1.99116 0.291
C 0.54401 0.40838 -6.16689 0.528
H -1.31517 -1.27110 -9.10840 0.336
H 0.91821 2.61245 1.94469 0.352
C -3.77101 -3.46374 -8.10405 0.574
H 0.24252 -0.22823 5.12145 0.274
H -2.26437 1.74686 -6.59257 0.309
C -0.10688 -2.33356 5.57973 0.580
O 1.40567 2.62575 -1.21311 -0.616
O -0.32255 -3.46718 10.43426 -0.314
O -2.99957 -3.91796 -8.92854 -0.563
H 1.77430 -2.16706 -2.79561 0.346
H -0.68629 -2.92476 6.29854 0.266
C 7.31932 3.13166 1.60266 -0.709
H 2.67175 1.79214 1.49298 0.239
H 0.21524 -2.83158 -3.27270 0.373
O 0.33333 -0.36837 0.25029 -0.231
C 3.00238 3.87105 2.17689 -0.476
H -1.88629 -0.65476 -6.59146 0.169
O 6.24179 5.05989 -0.01832 -0.317
C 1.00056 -0.38893 -1.00167 -0.440
C -6.53524 -3.74362 -5.91610 -1.389
C 1.97778 3.25220 -0.16300 0.481
H -1.47781 4.05126 -0.99613 0.324
H -0.11517 -3.54110 3.78160 0.349
H -1.06437 -0.52314 6.29743 0.340
O 0.05860 -0.41252 -7.14548 -0.359
C 0.07018 -1.21262 -1.84112 0.817
C 0.67294 -2.86796 11.24875 0.572
O 0.87496 -0.83001 6.96946 -0.353
H -0.95748 2.04177 -7.76855 0.345
H -5.86392 -1.76351 -7.63864 0.288
O 2.80605 -2.01972 7.29606 -0.575
O -0.40991 -2.15891 -0.89905 -0.413
O -4.42351 1.18775 -3.73450 -0.610
```

As for the total energy: -77933.29383 eV. The calculation puts the highest occupied orbital energy at -10.7800 eV. The LUMO energy comes out at -0.188 eV. The SMILES is CC(=O)OC[C@H]1CCC(=O)O1.C[C@@H]1COC(=O)O1.C[C@@H]1COC(=O)O1.C[C@@H]1COC(=O)O1.C[C@@H]1COC(=O)O1.C[C@@H]1COC(=O)O1.C[C@@H]1COC(=O)O1.

Entry 3:
Here is C31H47AlBrO2P2 as an isolated structure at a distorted geometry from OMol25. Energies are from the ωB97M-V functional and the def2-TZVPD basis.

```
84
Properties=species:S:1:pos:R:3:mulliken_charge:R:1
H 1.97864 -4.32526 -0.70213 0.386
H -2.00722 2.76660 -0.57986 0.276
C 4.37725 1.91180 4.25006 0.493
H -5.97368 0.67793 -2.12144 0.519
C -0.10775 -0.03730 2.39391 -0.252
C 4.07916 2.69747 5.36808 -0.300
H -4.20331 -2.09287 -4.37832 0.439
H 3.03993 2.97707 5.53063 0.393
C -0.93096 2.23431 1.39448 -1.236
P -2.50998 -0.71999 -3.21720 1.077
H 0.44776 -3.46327 -3.92811 0.262
H -4.71948 -0.08725 -4.14460 0.777
H -1.14532 -1.90411 2.28420 0.216
C 3.29580 1.36562 3.32707 0.349
P -4.29614 0.24462 -0.42366 1.160
C -4.47138 2.05210 -0.21688 -1.556
C -2.66529 -0.35505 1.99291 -1.359
H -5.09482 -0.27349 1.79821 0.377
H -5.94451 -1.25294 0.54887 0.387
O 2.82374 0.27069 3.72726 -0.745
H 7.19539 3.02341 6.71524 0.355
C 6.39589 2.72218 6.03920 -0.431
C 2.72334 0.05166 -3.70331 -1.902
H -0.50730 3.21776 1.60689 0.578
C -1.62071 0.72903 -0.28579 0.398
H 2.17923 -2.59551 1.48690 0.402
H 4.52813 0.24529 -0.51736 0.250
H 3.68323 -1.83661 0.95192 0.367
H 3.14474 1.03945 0.19952 0.128
H 3.73061 -0.20437 -4.07432 0.296
Al -0.54261 -1.81949 -2.27228 -0.248
H -3.05521 0.48706 2.58924 0.378
C -1.33147 -0.86339 2.61861 -1.192
C -4.18370 0.21613 -3.22497 -1.470
C 2.07276 -1.48635 -0.37686 0.719
H 0.77287 -0.38715 2.94401 0.655
H -3.93015 2.39428 0.67594 0.394
C -1.23565 2.11213 -0.13043 -1.086
H 4.80726 3.76218 7.11462 0.348
H -6.36714 0.46910 0.81489 0.457
H -5.58996 -1.01770 -2.06987 0.572
H -4.14978 2.62398 -1.09801 0.367
H -0.32056 2.35130 -0.71518 0.453
H -0.82399 0.14627 -0.84075 -1.017
C 2.63702 -0.53575 -1.23409 0.539
H 7.72764 1.56658 4.78873 0.366
H 3.57588 1.37837 -1.47902 0.334
C 1.15213 -2.34213 -1.13385 0.928
H -2.05760 1.19066 -4.65946 0.403
C 1.38951 -1.94516 -2.62111 1.366
H -1.86243 2.12761 1.94015 0.296
H 2.75189 1.11164 -3.40645 0.467
C -5.11842 -0.02199 -2.04808 -1.121
H 1.74138 -2.55176 -4.68265 0.427
H -1.39035 -0.30440 -5.39043 0.435
H -2.66923 -3.00677 -4.11037 0.459
H 2.03203 -0.05296 -4.54109 0.393
H 2.39968 -0.86089 1.62224 -0.221
C 1.43150 -2.99224 -3.71690 -1.384
C 6.70725 1.90910 4.94344 -0.480
C 3.50393 0.57753 -0.73592 -1.258
H 0.76495 -3.68991 0.44978 0.417
H -3.14660 0.05260 -5.48348 0.442
C -5.54361 -0.26082 0.79923 -1.266
C 5.06793 3.12065 6.25767 -0.569
C 5.70487 1.52515 4.05182 0.181
H -3.99357 1.29544 -3.34270 0.544
H -2.43800 -1.07706 0.01078 -0.133
H 2.18444 -3.76731 -3.44493 0.274
H 0.24657 -4.34039 -1.11864 0.397
H -3.38895 -1.17913 2.13467 0.722
H -5.53943 2.26247 -0.06100 0.545
C 2.26450 -0.76970 -2.55652 0.257
C 2.59048 -1.72017 0.98204 -0.964
C 0.04177 1.12713 1.73853 -0.105
C -2.66273 -0.05307 0.41738 1.334
H 1.09512 1.39656 1.51507 0.458
C 1.03158 -3.74939 -0.62196 -1.883
H -1.44033 -0.98628 3.73050 0.429
Br 6.09550 0.36806 2.61973 -0.164
C -2.24476 0.12239 -4.85247 -1.382
O 2.99632 2.04443 2.31397 -0.803
H -3.80118 -2.73971 -2.75386 0.409
C -3.38430 -2.29672 -3.67208 -1.528
```

As for the total energy: -132208.37680 eV. The calculation puts the highest occupied orbital energy (alpha / beta) at -8.7780 / -8.7772 eV. The LUMO energy (alpha / beta) comes out at -4.929 / -4.305 eV. For the energy relative to the best compared isomer or geometry (same formula, charge and spin), the calculation gives 72.5 kcal per mole. As for the charge: +1.